P | Molecular formula: C13H18OSi
Method: DFT, ωB97M-V with the def2-TZVPD basis set

Last column: Mulliken charge in e.
Geometry (Å):
C  3.75  -1.49  -1.43  -0.211
C  2.55  -1.56  -1.28  -0.555
C  2.81  1.71  2.39  -0.279
C  2.23  0.46  2.50  -0.580
C  2.70  2.40  1.20  -0.978
C  1.42  -0.11  1.54  -0.436
C  1.82  1.88  0.26  -0.260
C  1.29  0.60  0.32  0.200
C  -2.24  1.61  -0.19  -1.313
C  -2.57  -0.89  -1.89  -1.335
C  -1.77  -1.43  0.96  -1.175
C  1.08  -1.67  -0.97  -0.737
C  0.40  0.02  -0.73  0.756
O  0.53  0.71  -2.03  -0.645
Si  -1.51  -0.22  -0.49  0.435
H  4.66  -1.06  -1.45  0.463
H  3.32  2.06  3.27  0.379
H  2.67  -0.18  3.30  0.283
H  2.99  3.40  1.15  0.402
H  1.27  -1.16  1.56  0.275
H  1.46  2.51  -0.44  0.584
H  -3.25  1.55  0.27  0.347
H  -1.62  2.01  0.55  0.401
H  -2.26  2.27  -1.02  0.386
H  -3.33  -1.52  -1.51  0.401
H  -3.01  -0.07  -2.23  0.366
H  -2.02  -1.40  -2.61  0.385
H  -1.15  -2.36  0.71  0.263
H  -1.58  -1.04  1.95  0.351
H  -2.80  -1.78  1.03  0.438
H  0.51  -2.01  -1.88  0.390
H  0.90  -2.15  -0.11  0.546
H  1.46  0.64  -2.12  0.455

Results
Structure (SMILES)   C#CC[C@](O)(c1ccccc1)[Si](C)(C)C
HOMO-LUMO gap   0.34842 hartree
HOMO energy   -8.710 eV
Charge   0



Q | Molecular formula: C13H18OSi
Method: DFT, ωB97M-V with the def2-TZVPD basis set

Last column: Mulliken charge in e.
Geometry (Å):
C  -0.13  0.78  -0.23  0.738
C  1.08  1.22  -0.14  -1.071
C  -1.02  2.57  -1.62  0.008
C  -2.98  -1.55  -1.28  -0.281
C  -3.22  -0.11  -1.57  -1.214
C  -3.15  0.42  2.06  -0.716
C  -2.29  -0.76  2.30  -0.615
C  -1.21  0.21  0.04  0.384
C  -2.39  -0.50  -0.43  0.226
C  -2.29  -0.13  0.97  0.364
C  2.40  -1.50  -1.14  -1.039
C  3.95  1.29  -0.81  -1.133
C  3.19  -0.43  1.48  -1.354
O  -1.84  3.15  -1.10  -0.174
Si  2.63  0.15  -0.23  0.363
H  1.16  2.27  -0.27  0.359
H  -3.82  -2.02  -0.67  0.279
H  -2.22  -2.15  -1.84  0.220
H  -2.74  0.41  -2.30  0.304
H  -4.29  0.22  -1.51  0.199
H  -4.19  0.52  1.70  0.306
H  -2.74  1.32  2.49  0.216
H  -1.39  -0.47  2.83  0.267
H  -2.68  -1.84  2.34  0.226
H  2.75  -1.59  -2.23  0.330
H  3.20  -2.16  -0.71  0.314
H  1.43  -1.87  -1.05  0.289
H  3.80  2.33  -0.63  0.315
H  4.87  0.95  -0.35  0.335
H  4.17  1.08  -1.86  0.359
H  3.18  0.24  2.34  0.399
H  2.62  -1.24  1.91  0.388
H  4.18  -0.80  1.54  0.407

Results
HOMO-LUMO gap   0.34439 hartree
HOMO energy   -8.470 eV
Charge   0



On energetic grounds, P is preferred over the next structure by 0.1035 hartree.